<1>
Here is the ion C10H15N2O with charge +1 from OMol25. Energies are from ωB97M-V with the def2-TZVPD basis set.

Output
**HOMO level**: -12.3 eV
**Frontier orbital gap**: 7.9838 eV
**SMILES string**: C=C[C@]1(N)C=C(C)C=C(C)/[N+]1=C/O
**Net charge**: +1

Geometry as XYZ:
```
28
Properties=species:S:1:pos:R:3:lowdin_charge:R:1
H -0.88268 -0.59998 -2.11180 0.12
C 3.29591 -1.11604 -0.24123 -0.01
N -0.55275 0.77438 -0.11702 0.06
H -0.36931 3.21147 -0.72882 0.13
H 2.57164 1.60441 0.42494 0.15
H -2.46794 -2.62479 2.16179 0.06
C 1.76498 0.93349 0.08273 0.04
C -0.59826 -0.66097 -0.16948 -0.42
C 0.57402 1.53500 0.10050 -0.25
C -2.09017 -2.29920 1.25522 0.07
H 1.04081 -2.24454 -0.38590 0.16
H -2.14532 -2.97829 0.43320 0.07
H -1.25714 -0.48566 1.91837 0.12
C -1.31273 -1.24028 1.13812 -0.06
C 0.82316 -1.13543 -0.31105 0.01
H -0.29793 3.16347 1.10609 0.07
H 3.45357 -1.96497 0.35199 0.07
H -1.34550 -1.97494 -1.48620 0.08
C -1.71182 1.36275 -0.10247 -0.10
H -3.23974 0.00180 -0.37911 0.16
O -2.94214 0.94717 -0.29533 0.16
H -1.83361 2.37228 -0.26598 0.12
C 1.93347 -0.45459 -0.18441 -0.25
H 4.07683 -0.45886 0.00867 0.07
H 1.17211 3.75788 0.14805 0.14
H 3.50139 -1.44590 -1.24586 0.09
N -1.44299 -0.99513 -1.34613 0.12
C 0.28214 3.01544 0.24112 0.00
```

***

<2>
Here is the ion C10H15N2O with charge +1 from OMol25. Energies are from ωB97M-V with the def2-TZVPD basis set.

Output
**HOMO level**: -12.0 eV
**Frontier orbital gap**: 9.1334 eV
**SMILES string**: C=C/C(=[NH+]\C)N(C)C(=C)C(C)=C=O
**Net charge**: +1

Geometry as XYZ:
```
28
Properties=species:S:1:pos:R:3:lowdin_charge:R:1
H 0.70804 -1.34498 -2.27864 0.13
H -0.06872 1.16950 1.51589 0.11
C -0.21586 -1.46950 -1.62557 0.05
H 3.84460 -1.12516 0.14570 0.06
H -3.17531 -1.07832 -0.44715 0.09
H 2.42890 -1.96999 1.45817 0.11
H 0.60026 -2.35004 1.03582 0.07
C 3.77332 -0.24417 -0.47660 -0.02
C 1.46334 -1.75430 0.90790 0.12
H -3.89116 0.02907 -1.81015 0.10
N -0.04750 -0.57006 -0.42665 -0.02
N -0.73726 1.20868 0.87122 0.09
C -1.78275 2.20961 1.05064 -0.01
H -1.10879 -1.10576 -2.10378 0.07
H 4.45663 0.65510 -0.12855 0.14
C 1.28193 -0.75655 0.06059 -0.31
C -3.07307 -0.28588 -1.15700 0.08
C -0.91081 0.32800 -0.06173 -0.26
H -0.15554 -2.50433 -1.35305 0.10
H -1.31946 3.09812 0.60707 0.11
H -1.73914 2.50620 2.12499 0.11
C 2.32573 0.19060 -0.39822 -0.22
C 1.93095 1.42266 -0.69618 -0.13
O 1.58738 2.46958 -1.01053 0.23
H -1.85869 1.37547 -1.60795 0.12
C -2.06182 0.54000 -1.01940 -0.11
H -2.78905 1.84578 0.77751 0.11
H 4.07118 -0.46455 -1.47807 0.07
```

***

<3>
Here is the ion C10H15N2O with charge +1 from OMol25. Energies are from ωB97M-V with the def2-TZVPD basis set.

Output
**HOMO level**: -12.3 eV
**Frontier orbital gap**: 7.7156 eV
**SMILES string**: C=[N+]1OC(/C=C/C)=C(C)C/1=N/CC
**Net charge**: +1

Geometry as XYZ:
```
28
Properties=species:S:1:pos:R:3:lowdin_charge:R:1
O -0.55976 -0.15776 1.47068 0.02
H 3.65544 0.26859 -1.81940 0.12
C 1.09931 -1.84435 1.44022 0.23
H 4.21667 1.19210 -0.33825 0.18
C -0.18144 1.13610 -0.36517 -0.16
H 0.15873 1.26038 -2.45562 0.05
C -3.55417 -0.14056 0.87707 -0.08
H -5.47751 -0.93481 1.04210 0.07
C 3.93523 -0.93831 0.02873 -0.09
N 2.18957 0.72557 -0.52390 0.15
H -4.62502 -1.33764 -0.38435 0.09
H -1.03379 2.45641 -1.85158 0.11
C -0.10513 1.86808 -1.69694 0.02
H 4.25575 -0.90531 1.04836 0.08
H -3.39955 -0.75101 1.75819 0.11
C -4.87247 -0.53506 0.27454 -0.07
H 2.07844 -1.58885 1.22663 0.01
C -2.61078 0.60898 0.19910 0.00
H 0.69185 2.59560 -1.54955 0.10
C 1.12307 0.60918 -0.01136 -0.10
H 3.21560 -1.74188 -0.01835 0.06
H -5.36227 0.15406 -0.32996 0.07
N 0.56211 -0.61050 1.10380 -0.08
C 3.53162 0.29468 -0.74521 -0.20
H 0.35176 -2.52761 2.12446 0.19
H 4.89279 -1.17521 -0.42042 0.09
C -1.12706 0.73955 0.44455 -0.09
H -3.04897 1.27959 -0.52839 0.12
```

***

Decreasing stability: <1>, <2>, <3>

***

<1>
Here is a cluster of 2 separate species, C3H10OS2 in total from OMol25. Energies are from ωB97M-V with the def2-TZVPD basis set.

Output
**HOMO level**: -9.2 eV
**Frontier orbital gap**: 9.5848 eV
**SMILES string**: CCCSS.O

Geometry as XYZ:
```
16
Properties=species:S:1:pos:R:3:lowdin_charge:R:1
H -0.20460 -1.82803 -2.04510 0.06
H 1.48824 -0.80705 -0.51195 0.09
H -0.59126 2.29192 -0.64330 -0.03
H 0.81233 2.56772 0.77570 -0.23
S 1.08116 0.49660 2.20007 0.45
C 0.23556 -0.72467 1.17320 -0.59
H 0.08941 -2.80125 -0.68642 0.08
O -1.45337 2.56504 -0.95679 -0.05
H -1.37956 -1.78157 -0.78001 0.08
H -1.99683 2.83633 -0.20747 0.04
C -0.30670 -1.81901 -0.98029 -0.12
S 1.92542 1.86411 0.89002 0.36
C 0.43232 -0.67499 -0.35312 -0.35
H -0.82628 -0.74502 1.39233 0.07
H 0.61467 -1.71683 1.45944 0.07
H 0.07950 0.27671 -0.72631 0.06
```

***

<2>
Here is a structure of composition C3H10OS2 from OMol25. Energies are from ωB97M-V with the def2-TZVPD basis set.

Output
**HOMO level**: -8.2 eV
**Frontier orbital gap**: 3.8287 eV

Geometry as XYZ:
```
16
Properties=species:S:1:pos:R:3:lowdin_charge:R:1
H 0.75625 -0.25400 0.70237 0.07
S -0.20901 -2.48550 0.95157 0.65
H 0.49896 -1.24362 -1.60935 0.07
H -2.87164 1.39722 0.13864 0.04
H 0.83762 2.67433 1.46119 0.02
H -1.88760 -0.01777 0.61165 0.05
C -2.20512 0.62053 -0.33585 -0.56
H 2.22090 -1.86564 -1.24988 0.07
H 1.72314 -0.07915 -1.21237 0.07
H 2.06349 -1.50940 1.07999 0.05
H -0.13330 1.86002 0.54382 -0.17
O 0.39473 1.82304 1.42151 -0.18
H -2.89456 -0.01480 -0.98011 0.05
S -0.88267 1.57427 -1.06880 0.64
C 1.16812 -1.33948 0.51955 -0.65
C 1.42071 -1.14005 -0.97393 -0.22
```

***

<3>
Here is a cluster of 2 separate species, C3H10OS2 in total from OMol25. Energies are from ωB97M-V with the def2-TZVPD basis set.

Output
**HOMO level**: -8.8 eV
**Frontier orbital gap**: 9.3962 eV
**SMILES string**: CCSSC.O

Geometry as XYZ:
```
16
Properties=species:S:1:pos:R:3:lowdin_charge:R:1
H -1.15048 -1.12743 1.76419 0.02
S -0.79650 1.24851 1.76067 0.43
C 0.58023 1.80990 -1.54797 -0.16
H 0.77130 2.82986 -1.24111 0.06
H 1.02834 1.63134 -2.52991 0.07
H -1.76819 -0.43428 0.27159 0.02
C 0.88005 0.68075 -0.57903 -0.69
H 0.28059 -2.43010 0.20999 0.00
H -0.47592 1.90930 -1.85168 0.07
S 1.19163 0.70745 1.17584 0.52
H 1.75032 0.07982 -0.90231 0.07
H 0.02480 0.03458 -0.80140 0.04
H -2.62981 -0.17005 1.92985 0.02
O 1.08437 -2.94973 0.12278 -0.05
H 0.95195 -3.52523 0.87351 0.03
C -1.72267 -0.29469 1.34498 -0.45
```

***

Decreasing stability: <1>, <3>, <2>

***

<1>
Here is a cluster of 3 separate species, C3H5ClFN in total from OMol25. Energies are from ωB97M-V with the def2-TZVPD basis set.

Output
**HOMO level**: -9.8 eV
**Frontier orbital gap**: 9.1933 eV

Geometry as XYZ:
```
11
Properties=species:S:1:pos:R:3:lowdin_charge:R:1
H 0.25208 -0.25498 1.62970 0.11
H -1.70225 -0.90044 0.86004 0.24
C -0.34382 0.12557 -0.53768 -0.49
H 0.47337 1.43859 1.37112 0.12
N -1.07460 -1.02414 -0.46947 -0.04
H -0.79289 0.95923 -0.93271 0.11
C 1.10359 0.11934 -0.29109 -0.85
H -2.26801 -1.02893 -1.61483 0.25
Cl 2.16235 -1.21400 -0.15366 0.75
F 1.91005 1.26041 -0.68761 -0.07
C 0.28014 0.51935 0.82620 -0.12
```

***

<2>
Here is the molecule C3H5ClFN from OMol25. Energies are from ωB97M-V with the def2-TZVPD basis set.

Output
**HOMO level**: -9.4 eV
**Frontier orbital gap**: 10.3971 eV
**SMILES string**: NC/C(Cl)=C\F

Geometry as XYZ:
```
11
Properties=species:S:1:pos:R:3:lowdin_charge:R:1
H -1.18049 0.81196 -2.31185 0.09
C -0.36200 0.63973 -0.44475 -0.64
H 1.82718 -0.75563 0.24718 0.07
C -0.07766 -0.15225 0.82228 -0.29
Cl 0.46159 2.15831 -0.61207 0.67
H -0.55023 -1.14575 0.70044 0.11
C -1.05891 0.20241 -1.47780 -0.19
H -0.45184 0.27434 1.73124 0.11
N 1.36642 -0.24726 0.98446 -0.03
F -1.61506 -1.01606 -1.46870 0.03
H 1.64099 -0.76980 1.82957 0.08
```

***

Decreasing stability: <2>, <1>

***

<1>
Here is a cluster of 19 separate species, H38O19 in total from OMol25. Energies are from ωB97M-V with the def2-TZVPD basis set.

Output
**HOMO level**: -9.9 eV
**Frontier orbital gap**: 9.7045 eV

Geometry as XYZ:
```
57
Properties=species:S:1:pos:R:3:lowdin_charge:R:1
H 0.77854 -1.54712 -1.57523 0.02
H -4.85503 2.27401 0.27248 0.09
O -3.97128 1.99146 0.61589 -0.10
H 1.69311 -0.80857 1.65458 -0.08
O 0.10938 -3.58177 0.74774 -0.07
H 0.74346 -4.17118 0.38655 0.01
O 0.93185 -0.62308 -1.52366 0.03
H -3.43877 1.68713 -0.24404 0.12
O 0.09662 3.86284 0.06528 -0.06
H -1.69295 -4.97978 1.14729 0.11
H 1.42988 4.22947 -2.95906 0.14
O 1.70082 1.70898 0.73964 0.01
H -3.71589 -0.79401 -3.41806 -0.14
H 1.78061 -0.51385 -1.64657 -0.08
O 4.05232 0.29757 -0.24696 -0.07
O 2.31142 0.91693 4.46126 -0.04
H -1.90461 -3.64550 1.88427 0.03
O -1.63212 -0.00058 0.68408 -0.12
H 4.95313 0.26321 0.11170 0.07
O -1.40800 2.14061 -1.65125 -0.09
O 1.75554 3.26127 -3.13423 0.04
H -3.51188 -2.16463 2.04891 0.09
H 0.83280 -0.33278 0.42347 0.06
O -2.42664 -4.26343 1.31238 -0.13
H -4.18523 -1.84747 -2.56817 0.18
H 0.89397 1.25270 1.04299 0.04
H 2.00435 0.52805 3.65137 0.00
H -1.46368 3.04050 1.70184 -0.05
H -1.88594 -3.60017 -3.03007 -0.05
O 2.49011 -3.12398 -1.25354 -0.02
H -1.13247 1.22720 -1.48899 0.02
H 1.22474 2.72859 -3.40654 -0.15
O 3.70469 -1.25086 -2.20387 -0.07
H 2.92586 -3.01716 -2.07117 0.01
H -0.91741 -2.54621 -3.08184 0.01
H 0.10730 3.04120 4.09148 0.05
O 1.49998 -0.93517 0.86255 0.01
O 0.50266 2.41640 3.51467 -0.03
H -2.02587 -0.13939 1.65475 0.11
H -0.72384 3.45185 -0.08545 -0.04
H 2.79308 -2.53710 -0.61656 -0.02
H 3.43916 -0.69631 -2.92784 0.05
H 4.34655 -0.69502 -1.69955 0.05
O -4.09830 -0.71314 -2.68055 -0.04
H 0.17397 2.54108 2.60535 0.03
H -3.02509 2.77395 1.53871 0.05
O -2.27797 3.52176 1.84291 -0.14
H 4.09096 1.30432 -0.06525 0.12
H 0.67541 3.25304 -0.46562 0.02
H -2.31106 -2.65851 1.10340 0.05
H 2.37801 1.46077 1.22732 -0.05
H -0.56121 2.70043 -1.91668 0.08
H -1.90189 -0.82458 0.25609 0.02
O -1.50815 -2.99993 -2.54608 0.06
O -2.58849 -1.93139 1.78859 -0.14
H 0.66400 -2.74713 0.57230 0.04
H 2.07947 1.81448 4.49698 -0.02
```

***

<2>
Here is a cluster of 19 separate species, H38O19 in total from OMol25. Energies are from ωB97M-V with the def2-TZVPD basis set.

Output
**HOMO level**: -9.8 eV
**Frontier orbital gap**: 8.6898 eV

Geometry as XYZ:
```
57
Properties=species:S:1:pos:R:3:lowdin_charge:R:1
O -3.12009 3.03475 -0.75513 -0.10
H 4.50671 2.29608 -1.98258 0.14
H -1.16936 -2.13166 -3.05676 -0.01
H -0.18452 -2.20349 -0.66330 -0.11
H 3.95695 3.07344 0.72341 0.12
O 1.85138 1.95918 3.20779 -0.01
O -2.45769 -4.15863 -1.99598 -0.08
H 3.05003 -1.03261 -3.59181 0.04
H 1.77863 2.85741 3.54914 0.06
H -3.39596 0.85330 1.92911 0.10
O 3.54126 2.04076 -2.37936 -0.01
H 0.14341 -1.47663 -2.50092 0.10
H -3.75706 2.40378 -0.37701 0.03
H -1.08002 0.27680 2.41781 -0.07
H 0.38059 4.28128 -2.11516 0.03
H 3.01927 1.92987 -1.73929 -0.13
O 4.67584 -0.13762 -0.39889 -0.04
H 4.52645 0.79598 -0.24066 -0.02
H -2.13211 -4.01422 -2.84208 -0.03
H -2.55210 -1.22973 -2.04346 0.06
O -2.11022 0.60952 -1.48225 -0.10
H 2.45070 -1.58809 1.23611 0.09
O 2.62655 -1.91251 0.31146 -0.05
H -1.21330 1.35193 4.19022 0.00
O -0.82891 -1.35514 -2.74627 -0.03
H -1.41665 0.15929 -1.10390 -0.04
H 3.06476 -1.17903 -0.09918 -0.01
H -2.44247 3.19449 -0.02125 0.06
O 0.11281 3.91609 -2.94359 0.02
H 2.00019 -0.32522 -3.96307 0.07
O -3.58277 0.06397 2.49238 0.06
O 3.89629 2.06123 0.90160 -0.08
H -1.89684 1.20987 -2.35871 0.16
H 2.68339 -3.56688 -0.29341 -0.08
H 0.23730 3.15837 2.55227 0.02
O 2.71531 -4.44954 -0.52279 -0.03
H -1.76588 -0.71319 1.56870 0.05
H -3.19412 -1.73564 1.83083 -0.05
O -1.47212 0.84828 4.98351 -0.11
H 3.15798 2.05415 1.54209 0.02
O -1.02624 -0.01681 1.55968 -0.04
H -2.87649 -3.22718 -1.88282 0.02
H -1.15525 -3.09436 0.22999 0.06
O -0.25321 -2.88145 -0.14544 0.00
H -0.90010 3.81083 2.19073 0.05
H -3.93957 -1.39871 -1.91404 -0.07
H -1.13560 -0.15070 4.80774 0.13
O -2.88697 -2.60286 1.83600 -0.01
H 1.89311 -4.57441 -0.96135 0.01
H -0.75011 3.88195 -3.08229 -0.05
O 2.23655 -1.31293 -4.06208 -0.09
H -3.05690 -3.05752 2.66360 0.06
H -4.07846 0.23289 3.10901 -0.09
O -3.28206 -1.67096 -1.50022 0.02
O 0.06246 4.02766 2.06393 -0.09
H 1.29721 1.40726 3.70350 0.01
H 5.24803 -0.59265 0.16444 0.03
```

***

Decreasing stability: <2>, <1>